[1]
This record from the OMol25 dataset describes a cluster of 14 separate species, C20H62O14 in total in a non-equilibrium geometry. The level of theory is ωB97M-V/def2-TZVPD.

Geometry (Å):
C1 15.703 14.740 9.805
O1 14.352 15.025 10.230
H1 16.121 13.861 10.268
H2 15.713 14.622 8.724
H3 16.407 15.542 10.030
H4 14.315 15.026 11.192
C2 7.739 10.461 13.604
O2 8.810 10.836 12.741
H5 7.166 9.657 13.108
H6 8.130 10.039 14.505
H7 7.122 11.340 13.865
H8 8.420 11.315 12.007
C3 13.613 15.485 14.206
O3 14.409 14.796 13.263
H9 14.031 15.395 15.208
H10 13.596 16.578 14.026
H11 12.563 15.212 14.157
H12 14.569 13.903 13.575
C4 11.364 9.061 14.720
O4 11.414 9.729 13.423
H13 11.028 9.772 15.438
H14 10.731 8.211 14.618
H15 12.381 8.725 14.900
H16 10.553 10.141 13.249
C5 14.467 8.001 12.014
O5 14.570 6.571 12.062
H17 14.644 8.432 11.017
H18 13.498 8.386 12.350
H19 15.251 8.461 12.620
H20 13.821 6.254 11.528
C6 7.918 14.875 9.776
O6 7.871 16.090 10.541
H21 7.678 14.037 10.409
H22 7.161 14.819 8.979
H23 8.816 14.767 9.194
H24 8.731 16.244 10.971
C7 10.806 17.712 12.285
O7 10.534 16.495 11.624
H25 10.385 17.687 13.277
H26 11.895 17.872 12.320
H27 10.399 18.598 11.753
H28 11.083 16.437 10.789
C8 15.501 10.140 8.532
O8 16.428 11.139 8.037
H29 15.426 9.348 7.767
H30 15.840 9.679 9.433
H31 14.514 10.623 8.689
H32 16.173 11.280 7.121
C9 9.899 11.809 7.562
O9 8.579 12.131 7.833
H33 10.507 12.667 7.748
H34 10.157 11.101 8.334
H35 9.995 11.390 6.544
H36 8.196 12.692 7.163
C10 13.874 13.327 6.813
O10 14.778 12.709 5.985
H37 14.118 14.393 6.891
H38 12.869 13.246 6.385
H39 13.887 12.884 7.807
H40 14.711 13.138 5.140
C11 11.611 15.693 8.223
O11 12.102 16.358 9.342
H41 11.652 14.618 8.286
H42 10.596 15.913 7.912
H43 12.214 15.918 7.336
H44 12.965 15.929 9.562
C12 6.048 14.739 13.042
C13 7.118 14.477 14.055
O12 6.960 13.678 14.959
C14 8.374 15.287 13.875
H45 5.224 14.043 13.045
H46 6.464 14.865 12.054
H47 5.722 15.767 13.267
H48 8.987 14.797 13.124
H49 8.985 15.170 14.754
H50 8.197 16.353 13.653
C15 11.214 13.049 11.346
C16 12.366 12.206 10.788
O13 12.316 11.854 9.658
C17 13.561 11.814 11.668
H51 10.692 12.471 12.100
H52 10.544 13.379 10.540
H53 11.584 13.958 11.835
H54 13.280 11.635 12.704
H55 14.199 12.706 11.592
H56 14.067 10.954 11.298
C18 10.670 8.523 10.174
C19 10.714 7.298 11.024
O14 11.601 6.442 10.877
C20 9.614 7.180 12.047
H57 9.762 8.460 9.559
H58 11.540 8.520 9.496
H59 10.659 9.470 10.697
H60 9.293 8.162 12.376
H61 9.801 6.534 12.880
H62 8.847 6.626 11.471

- 2S+1: 1
- Charge: 0
- Relative energy (zero: lowest compared OMol25 entry of this formula, charge and spin): 0.0 kJ/mol
- HOMO: -9.6 eV
- HOMO-LUMO gap: 9.97 eV


[2]
This record from the OMol25 dataset describes a cluster of 2 separate species, CH3FS2 in total. The level of theory is ωB97M-V/def2-TZVPD.

Geometry (Å):
C1 1.704 0.141 -0.386
F1 2.209 -0.969 0.174
S1 0.078 0.534 -0.014
S2 -3.026 -0.500 -0.139
H1 2.024 0.253 -1.413
H2 0.083 -0.078 1.176
H3 -3.073 0.620 0.602

- 2S+1: 1
- Charge: 0
- Relative energy (zero: lowest compared OMol25 entry of this formula, charge and spin): 273.7 kJ/mol
- HOMO (spin up / spin down): -8.1 / -9.8 eV
- HOMO-LUMO gap (spin up / spin down): 5.82 / 9.65 eV


[3]
This record from the OMol25 dataset describes a structure of composition C28H19BCl5F3N6O4S2V. The level of theory is ωB97M-V/def2-TZVPD.

Geometry (Å):
V1 0.889 -1.285 0.043
C1 -2.505 -0.058 -0.736
N1 -2.342 1.080 0.144
C2 -3.416 1.818 0.592
C3 -2.915 2.772 1.401
N2 -1.551 2.620 1.463
B1 -0.756 3.643 2.386
N3 0.613 3.092 2.810
C4 1.828 3.583 2.391
C5 2.802 2.841 2.955
N4 2.170 1.877 3.719
C6 2.856 0.862 4.486
C7 0.824 2.025 3.609
S1 -0.358 1.055 4.366
C8 -1.200 1.586 0.687
S2 0.438 1.109 0.374
H1 -3.008 -0.873 -0.212
H2 -1.538 -0.385 -1.095
H3 -3.102 0.238 -1.599
H4 -4.422 1.591 0.289
H5 -3.409 3.545 1.961
H6 -1.449 3.806 3.358
H7 -0.590 4.660 1.748
H8 1.890 4.430 1.733
H9 3.873 2.892 2.876
H10 3.547 1.331 5.187
H11 3.410 0.197 3.824
H12 2.110 0.292 5.031
Cl1 3.792 -0.747 -1.500
C9 3.930 -1.390 0.108
C10 2.767 -1.517 0.863
C11 2.955 -1.997 2.156
Cl2 1.565 -2.234 3.174
C12 4.205 -2.313 2.685
Cl3 4.366 -2.865 4.312
C13 5.336 -2.176 1.888
Cl4 6.894 -2.565 2.512
C14 5.197 -1.715 0.583
Cl5 6.589 -1.545 -0.419
O1 -3.090 -5.280 0.920
C15 -3.396 -4.207 1.626
O2 -4.431 -4.103 2.241
C16 -2.400 -3.100 1.627
C17 -2.519 -1.926 2.360
N5 -1.485 -1.142 2.058
N6 -0.685 -1.745 1.173
C18 -1.217 -2.933 0.899
C19 -0.349 -3.834 0.057
O3 -0.753 -4.972 -0.198
O4 0.760 -3.312 -0.267
H13 -2.190 -5.209 0.472
H14 -3.264 -1.634 3.081
H15 -1.181 -0.270 2.540
F1 -3.404 2.161 -7.281
C20 -2.073 2.044 -7.487
F2 -1.933 1.367 -8.645
F3 -1.608 3.288 -7.701
C21 -1.387 1.360 -6.345
C22 -0.696 2.094 -5.391
C23 -0.116 1.447 -4.314
C24 -0.223 0.059 -4.177
C25 -0.909 -0.668 -5.155
C26 -1.491 -0.021 -6.229
C27 0.302 -0.575 -3.008
C28 0.664 -1.010 -1.931
H16 -0.619 3.168 -5.486
H17 0.415 2.004 -3.554
H18 -0.978 -1.743 -5.059
H19 -2.026 -0.586 -6.981

- 2S+1: 3
- Charge: -1
- <S²>: 2.020
- Relative energy (zero: lowest compared OMol25 entry of this formula, charge and spin): 41.1 kJ/mol
- HOMO (spin up / spin down): -5.3 / -5.3 eV
- HOMO-LUMO gap (spin up / spin down): 6.91 / 7.22 eV


[4]
This record from the OMol25 dataset describes a structure of composition C21H18BrN4OPt in a non-equilibrium geometry. The level of theory is ωB97M-V/def2-TZVPD.

Geometry (Å):
Pt1 0.000 0.000 0.000
Br1 -6.106 -1.072 5.388
C1 -5.434 0.659 4.943
C2 -5.037 1.539 5.954
C3 -4.544 2.805 5.627
C4 -4.429 3.205 4.290
C5 -4.849 2.316 3.275
C6 -5.343 1.051 3.605
N1 -3.916 4.511 4.013
N2 -3.293 4.867 2.985
C7 -2.700 3.987 2.027
C8 -2.962 4.218 0.661
C9 -2.433 3.372 -0.329
C10 -1.630 2.292 0.045
O1 -1.070 1.378 -0.930
C11 -1.349 2.080 1.392
N3 -0.476 0.918 1.733
C12 -0.172 0.672 2.884
C13 -0.642 1.513 4.018
C14 -1.440 2.577 3.792
C15 -1.857 2.909 2.399
H1 -5.111 1.242 6.992
H2 -4.239 3.477 6.421
H3 -4.810 2.590 2.232
H4 -5.658 0.377 2.819
H5 -3.593 5.046 0.364
H6 -2.652 3.550 -1.373
H7 0.465 -0.183 3.053
H8 -0.334 1.268 5.030
H9 -1.756 3.183 4.633
C16 -0.589 -3.379 -0.544
C17 -1.739 -2.537 -0.091
C18 -2.991 -2.938 0.134
C19 -3.736 -1.827 0.543
C20 -2.927 -0.767 0.560
C21 -3.284 0.636 0.933
N4 -1.647 -1.166 0.166
H10 -0.903 -4.435 -0.682
H11 0.219 -3.336 0.216
H12 -0.203 -2.985 -1.507
H13 -3.360 -3.948 0.019
H14 -4.787 -1.822 0.801
H15 -4.356 0.711 1.211
H16 -3.084 1.307 0.072
H17 -2.662 0.956 1.795
H18 0.929 -1.375 -0.444

- 2S+1: 3
- Charge: -1
- <S²>: 2.007
- HOMO (spin up / spin down): -3.1 / -3.9 eV
- HOMO-LUMO gap (spin up / spin down): 4.94 / 5.68 eV


[5]
This record from the OMol25 dataset describes a cluster of 2 separate species, C7H9N2O3 in total in a non-equilibrium geometry. The level of theory is ωB97M-V/def2-TZVPD.

Geometry (Å):
C1 -1.498 -1.877 0.446
C2 -2.773 -1.345 0.510
C3 -0.750 -0.799 0.091
C4 -2.713 -0.041 0.046
C5 2.058 -0.831 -1.281
C6 1.495 -0.105 -0.367
C7 3.133 1.480 0.377
N1 -3.841 0.682 -0.369
N2 1.869 0.794 0.614
O1 -4.845 0.128 -0.029
O2 -3.735 1.651 -1.096
O3 -1.453 0.267 -0.252
H1 -0.982 -2.858 0.775
H2 -3.713 -1.711 0.939
H3 2.975 -0.620 -1.710
H4 1.397 -1.380 -1.862
H5 2.999 1.905 -0.615
H6 3.367 2.295 1.127
H7 3.994 0.818 0.323
H8 1.172 1.492 0.925
H9 1.844 0.055 1.407

- 2S+1: 1
- Charge: +1
- Relative energy (zero: lowest compared OMol25 entry of this formula, charge and spin): 820.2 kJ/mol
- HOMO (spin up / spin down): -13.0 / -13.0 eV
- HOMO-LUMO gap (spin up / spin down): 7.94 / 7.94 eV


Computed values of calculated total energy (unit: Ha) for the preceding records, in sequence: -1852.38540; -936.01092; -6073.95266; -3798.43911; -606.76269.